Entry 1:
The following is a quantum chemistry calculation of 2 unconnected molecules or ions with the total composition C31H39N3P in a non-equilibrium geometry, from the OMol25 dataset.

Geometry as XYZ:
```
74
C31H39N3P | the OMol25 dataset | ωB97M-V with the def2-TZVPD basis set
C 4.99380 -0.43630 1.96573
N 3.63589 -0.94770 1.75831
C 2.51894 -0.18049 1.75129
C 1.38605 -0.97622 1.70207
C -0.01568 -0.41340 1.57983
C -1.09315 -1.52318 1.57112
C -1.16483 -2.45813 0.54734
C -2.15665 -3.44491 0.56223
C -3.05040 -3.53008 1.64616
C -4.05332 -4.64992 1.73479
C -3.05447 -2.51664 2.61951
C -2.08190 -1.49888 2.55952
C 1.84593 -2.36942 1.69682
C 1.28543 -3.64367 1.94269
C 2.13267 -4.78583 1.93113
C 3.54467 -4.68967 1.81589
C 4.14124 -3.41527 1.76961
C 3.29081 -2.30673 1.68680
H 5.67954 -1.26688 1.88440
H 5.26364 0.32544 1.22260
H 5.16337 0.01367 2.95637
H 2.57881 0.91628 1.95400
H -0.17718 0.34845 2.40464
H -0.44986 -2.43023 -0.26284
H -2.15994 -4.24873 -0.17453
H -4.72446 -4.49766 2.59060
H -4.63379 -4.65912 0.79518
H -3.61434 -5.65610 1.83006
H -3.71606 -2.60226 3.50157
H -2.04487 -0.75903 3.35446
H 0.21115 -3.71983 2.13196
H 1.65946 -5.77005 2.02996
H 4.13376 -5.61725 1.79762
H 5.24204 -3.28489 1.68895
C 3.08604 2.46350 -0.46855
C 1.82246 3.26212 -0.72550
C 1.44846 4.13521 0.45659
C 1.97973 4.15623 -1.94473
N 0.67044 2.34768 -1.01613
P -0.61366 2.15027 -0.00499
H -0.17209 0.35901 0.63685
N -1.66789 1.67888 -1.17811
C -3.15082 1.83912 -1.06415
C -3.60673 2.53698 -2.33578
C -3.44448 2.76072 0.10212
C -3.81984 0.48426 -0.89864
C -0.94860 1.30916 -2.33764
C 0.40872 1.69740 -2.24545
C 1.34133 1.33157 -3.23163
C 0.86176 0.58721 -4.33310
C -0.47934 0.20529 -4.42751
C -1.41329 0.54152 -3.42074
H 3.36038 1.84338 -1.32885
H 3.88180 3.19001 -0.26230
H 2.97922 1.78115 0.37060
H 0.56886 4.74458 0.25460
H 1.28488 3.59987 1.38397
H 2.24123 4.85480 0.63514
H 1.04587 4.70765 -2.11235
H 2.75767 4.90211 -1.75937
H 2.26533 3.60151 -2.84405
H -3.44449 1.93878 -3.23770
H -4.67611 2.75765 -2.27527
H -3.09140 3.50214 -2.42010
H -3.14629 2.37750 1.06933
H -2.99569 3.74282 -0.03209
H -4.51198 2.95253 0.14182
H -3.48055 -0.02998 0.00419
H -4.90032 0.66948 -0.83971
H -3.60382 -0.18497 -1.73967
H 2.38393 1.64237 -3.18062
H 1.55654 0.34101 -5.12816
H -0.83429 -0.33611 -5.29823
H -2.45928 0.25025 -3.50995
```

Calculated values
molecular weight	484.6	Da
net charge	+1
lowest unoccupied orbital energy	-0.137	Eh
electronic energy	-1710.07866	Ha
HOMO level	-0.3622	Eh
orbital gap	6.126	eV

Results of the Mulliken charge analysis, in e, for atoms 1 through 5: number 1, C, carries -0.8919; number 2, N, carries 0.0841; number 3, C, carries -1.7411; number 4, C, carries 0.6649; number 5, C, carries 0.1281

---

Entry 2:
The following is a quantum chemistry calculation of a gas-phase ion, C3H9N2O (charge +1) in a non-equilibrium geometry, from the OMol25 dataset.

Geometry as XYZ:
```
15
C3H9N2O | the OMol25 dataset | ωB97M-V with the def2-TZVPD basis set
C 2.18880 -1.03919 0.09011
N 0.95261 -0.80550 0.01146
C 0.32666 0.33447 -0.38358
O 1.07551 1.74105 0.15206
N -0.90627 0.42969 0.32138
C -1.91196 -0.53563 0.09160
H 2.60665 -2.00859 0.57539
H 3.01249 -0.38338 0.05678
H 0.13063 0.52517 -1.49644
H 1.05391 2.19951 -0.71681
H -1.21016 1.31448 -0.06510
H -0.77416 0.61934 1.35090
H -2.07550 -0.62566 -0.94888
H -1.60885 -1.58096 0.46315
H -2.86037 -0.18479 0.49798
```

Calculated values
molecular weight	89.1	Da
net charge	+1
lowest unoccupied orbital energy	-0.148	Eh
electronic energy	-304.11829	Ha
HOMO level	-0.5417	Eh
SMILES	C=N[C@H](O)[NH2+]C
orbital gap	10.707	eV

Results of the Mulliken charge analysis, in e, for atoms 1 through 5: number 1, C, carries -0.2124; number 2, N, carries -0.4159; number 3, C, carries -0.1160; number 4, O, carries -0.5444; number 5, N, carries -0.0934

---

Entry 3:
The following is a quantum chemistry calculation of a gas-phase ion, C5H6BrClN5 (charge +1) in a non-equilibrium geometry, from the OMol25 dataset.

Geometry as XYZ:
```
18
C5H6BrClN5 | the OMol25 dataset | ωB97M-V with the def2-TZVPD basis set
N 1.71436 2.47140 -1.19634
N 1.16751 1.33119 -0.92999
C 1.39450 0.61893 0.14448
N 0.72520 -0.57310 0.37771
C 1.25064 -1.62839 0.91073
Cl 2.86493 -1.76685 1.20397
C -0.69415 -0.59596 0.13775
N -1.47126 -1.39165 -0.63078
C -2.73858 -0.96963 -0.53254
N -2.81367 0.05256 0.28125
C -1.58309 0.29813 0.74344
Br -1.27789 1.55038 1.94021
H 1.35607 3.02160 -1.94549
H 2.19257 2.91599 -0.34100
H 2.04986 0.98393 0.82930
H 0.57869 -2.49267 1.14307
H -1.22878 -2.24900 -1.12631
H -3.48692 -1.57686 -1.00948
```

Calculated values
molecular weight	251.5	Da
net charge	+1
lowest unoccupied orbital energy (alpha / beta)	-0.188 / -0.188	Eh
electronic energy	-3501.77476	Ha
HOMO level (alpha / beta)	-0.4572 / -0.4572	Eh
SMILES	N/N=C/[N+](=C\Cl)c1[nH]cnc1Br
orbital gap (alpha / beta)	7.328 / 7.327	eV

Results of the Mulliken charge analysis, in e, for atoms 1 through 5: number 1, N, carries -0.4333; number 2, N, carries 0.0162; number 3, C, carries -0.6102; number 4, N, carries 0.3030; number 5, C, carries 0.2444

---

Entry 4:
The following is a quantum chemistry calculation of 6 unconnected molecules or ions with the total composition H13O6 in a non-equilibrium geometry, from the OMol25 dataset.

Geometry as XYZ:
```
19
H13O6 | the OMol25 dataset | ωB97M-V with the def2-TZVPD basis set
O 3.63104 1.32658 -0.08130
H 3.44153 1.27853 -1.02029
H 3.75526 2.23842 0.20611
O -1.94666 -5.44459 -1.23554
H -2.02776 -5.98776 -2.03091
H -1.91365 -6.13768 -0.55165
O -0.55817 2.74186 2.27846
H -1.29202 2.14742 2.46956
H -0.74137 3.60637 2.62884
O 0.46569 -0.81122 -0.33923
H -0.32716 -1.34214 -0.21362
H 0.67054 -0.91509 -1.27455
O -2.32272 0.36673 -1.03394
H -3.28590 0.40231 -1.10669
H -1.86621 0.02088 -1.79257
O 0.99242 1.76485 0.58062
H 0.89984 0.77721 0.57629
H 1.98570 1.82989 0.56308
H 0.43959 2.13744 1.37734
```

Calculated values
molecular weight	109.1	Da
net charge	+1
lowest unoccupied orbital energy	-0.117	Eh
electronic energy	-458.97125	Ha
HOMO level	-0.4994	Eh
orbital gap	10.413	eV

Results of the Mulliken charge analysis, in e, for atoms 1 through 5: number 1, O, carries -0.7217; number 2, H, carries 0.3655; number 3, H, carries 0.3539; number 4, O, carries -0.6521; number 5, H, carries 0.3261

---

Entry 5:
The following is a quantum chemistry calculation of 5 unconnected molecules or ions with the total composition C16H22Cl12FNO3 in a non-equilibrium geometry, from the OMol25 dataset.

Geometry as XYZ:
```
55
C16H22Cl12FNO3 | the OMol25 dataset | ωB97M-V with the def2-TZVPD basis set
C 4.11598 -1.02593 0.49761
C 3.33411 -1.51510 -0.54819
C 1.86366 -1.24357 -0.56504
C 1.21618 -1.33411 0.79200
C 1.40412 -2.74309 1.34448
O 2.03539 -3.66050 0.87337
O 0.66605 -2.84634 2.47580
C -0.41438 -1.92826 2.35801
O -0.18536 -0.99477 3.38467
C -0.30524 -1.26043 0.93556
N -0.94972 0.04347 1.13302
C -0.46002 1.15396 0.74435
C -0.07940 2.18129 1.77293
C -0.30011 1.55029 -0.69916
C -1.14778 -2.09386 -0.06022
C -2.55631 -1.61521 -0.13946
F -1.20473 -3.42752 0.32082
H 4.03074 -1.50976 1.45990
H 4.70513 -0.13657 0.33110
H 3.74513 -2.13508 -1.33202
H 1.38022 -1.90065 -1.28467
H 1.80199 -0.23720 -0.95295
H 1.61513 -0.65256 1.53134
H -1.33583 -2.45292 2.57015
H -0.99232 -0.88853 3.88989
H 0.26509 1.66921 2.65676
H -0.98754 2.70235 2.06486
H 0.62887 2.89263 1.37228
H -1.29773 1.63266 -1.11532
H 0.21713 0.81531 -1.30110
H 0.14042 2.53478 -0.76182
H -0.69087 -2.00131 -1.04500
H -3.14602 -2.39438 -0.60838
H -2.64451 -0.73245 -0.74587
H -2.97916 -1.45531 0.83815
Cl -2.70184 5.10394 2.55547
C -2.38766 5.51704 0.87015
Cl -0.81842 6.30274 0.69913
Cl -2.48097 4.08439 -0.15770
H -3.15074 6.21156 0.54786
Cl 7.73929 -2.18380 -1.07077
C 8.47426 -1.02179 0.03394
Cl 7.60035 0.50968 0.00101
Cl 8.53631 -1.67074 1.67214
H 9.48731 -0.83806 -0.29497
Cl -0.89353 -1.50962 -3.29506
C -2.01566 -0.72867 -4.42965
Cl -3.62060 -0.51129 -3.73750
Cl -1.37093 0.82953 -4.94949
H -2.09775 -1.36782 -5.29785
Cl -5.02974 1.85543 -0.13071
C -6.43901 1.33217 -1.05196
Cl -6.05759 1.23175 -2.77350
Cl -7.04651 -0.21107 -0.45403
H -7.21487 2.07403 -0.92432
```

Calculated values
molecular weight	720.8	Da
net charge	0
lowest unoccupied orbital energy	0.008	Eh
electronic energy	-6525.29503	Ha
HOMO level	-0.2632	Eh
SMILES	C=CC[C@@H]1C(=O)O[C@@H](O)[C@]1(N=C(C)C)[C@H](C)F.ClC(Cl)Cl.ClC(Cl)Cl.ClC(Cl)Cl.ClC(Cl)Cl
orbital gap	7.378	eV

Results of the Mulliken charge analysis, in e, for atoms 1 through 5: number 1, C, carries -0.8700; number 2, C, carries -0.6023; number 3, C, carries -0.2600; number 4, C, carries -0.7631; number 5, C, carries 0.4334

---

Entry 6:
The following is a quantum chemistry calculation of a single C3H3FN2 molecule in a non-equilibrium geometry, from the OMol25 dataset.

Geometry as XYZ:
```
9
C3H3FN2 | the OMol25 dataset | ωB97M-V with the def2-TZVPD basis set
C -0.02562 -0.11219 -0.10031
C -1.64158 0.08986 -0.05192
C -2.33058 -1.09696 -0.24485
N -2.82271 -2.11003 -0.40725
N -2.42950 1.04796 0.18037
F -1.90159 2.36335 0.43972
H 0.31123 -1.13899 0.07205
H 0.72148 0.54184 0.44428
H 0.21371 0.14550 -1.10812
```

Calculated values
molecular weight	86.1	Da
net charge	0
lowest unoccupied orbital energy	-0.007	Eh
electronic energy	-325.36919	Ha
HOMO level	-0.4309	Eh
SMILES	C/C(C#N)=N\F
orbital gap	11.537	eV

Results of the Mulliken charge analysis, in e, for atoms 1 through 5: number 1, C, carries -0.9662; number 2, C, carries 0.6276; number 3, C, carries 0.2215; number 4, N, carries -0.3289; number 5, N, carries -0.3341